DFT (ωB97M-V/def2-TZVPD) results for a molecular structure, C24H18ClIN8O3S8Y.

Values from the calculation:
* Kohn-Sham gap (spin up / spin down): 3.752 / 5.753 eV
* maximum force: 0.024 hartree/bohr
* charge: -2
* multiplicity: 2

Geometry as XYZ:
```
64
Properties=species:S:1:pos:R:3:lowdin_charge:R:1
Y -0.749 -1.016 1.147 1.0932
S 6.946 -0.917 1.188 0.3750
C 5.294 -1.184 1.217 -1.5551
S 4.339 -1.476 -0.168 0.8568
C 2.779 -1.699 0.591 -1.2050
C 2.786 -1.584 1.938 -1.1636
S 1.415 -1.791 2.999 0.4976
S 4.346 -1.218 2.633 0.8688
S 1.404 -2.042 -0.431 0.4373
N -1.650 -2.300 3.627 -0.0339
N -0.891 -3.422 4.013 -0.1233
C -0.541 -4.283 3.030 -0.9745
N 0.534 -5.071 3.334 0.0599
S -1.365 -4.368 1.582 0.6102
H -1.330 -1.445 4.074 0.0544
H -2.633 -2.459 3.799 0.0839
H -0.220 -3.262 4.749 0.1081
H 1.279 -4.551 3.788 0.0604
H 0.861 -5.549 2.507 0.0746
Cl 0.703 5.868 3.256 0.6117
C 0.133 4.202 3.172 -0.6062
C -0.845 3.789 4.022 -0.1995
C -1.318 2.464 3.982 -0.6418
I -2.801 1.875 5.320 0.8283
C -0.838 1.521 3.068 -0.4385
O -1.252 0.318 2.982 -0.2878
C 0.232 1.977 2.201 -0.1413
N 0.738 1.042 1.349 0.0532
C 1.723 1.377 0.557 -0.1421
C 2.280 2.671 0.542 -0.0300
C 1.766 3.625 1.361 -0.0275
C 0.708 3.300 2.242 -0.1745
H -1.260 4.490 4.734 0.0809
H 2.096 0.600 -0.098 0.0575
H 3.089 2.890 -0.143 0.1076
H 2.159 4.632 1.354 0.0845
N 1.678 1.521 -6.469 0.0692
C 0.909 1.532 -5.287 -0.3337
C 1.430 1.018 -4.102 -0.0275
C 0.686 1.059 -2.935 -0.0467
C -0.587 1.616 -2.945 -0.2894
C -1.121 2.109 -4.123 -0.0615
C -0.369 2.082 -5.288 -0.0462
S -1.540 1.674 -1.456 0.5804
O -2.876 2.025 -1.847 -0.3146
O -0.836 2.547 -0.556 -0.2911
N -1.422 0.180 -0.848 -0.1838
C -1.905 -0.873 -1.590 -0.4925
N -1.792 -2.052 -0.941 0.0011
C -2.211 -3.142 -1.548 -0.1455
C -2.770 -3.107 -2.815 -0.0670
C -2.832 -1.858 -3.408 -0.1387
N -2.410 -0.746 -2.824 0.1459
H 2.398 0.815 -6.471 0.0743
H 1.123 1.469 -7.309 0.0714
H 2.415 0.562 -4.097 0.1104
H 1.078 0.609 -2.031 0.0739
H -2.131 2.498 -4.116 0.1087
H -0.781 2.476 -6.213 0.1006
H -2.095 -4.071 -1.000 0.0589
H -3.121 -4.002 -3.308 0.0852
H -3.239 -1.743 -4.410 0.0998
S -4.428 -0.153 1.027 0.4130
C -3.169 -1.048 1.390 -0.8137
```